2 unconnected molecules or ions with the total composition C2H3Cl2NSi, computed with wB97M-V/def2-TZVPD.

Output
Net charge: 0
Kohn-Sham gap (spin up / spin down) in eV: 8.35 / 8.35
Relative energy (zero: lowest compared OMol25 entry of this formula, charge and spin) in kcal per mole: 95.3
LUMO energy (spin up / spin down) in eV: -2.87 / -2.87
HOMO energy (spin up / spin down) in eV: -11.223 / -11.222
E_tot in Ha: -1342.5910

Geometry as XYZ:
```
9
Properties=species:S:1:pos:R:3:mulliken_charge:R:1
C 0.301 -0.593 2.130 -0.0901
C 0.170 1.027 0.127 -0.5396
N 0.392 -1.366 2.959 -0.3208
Si -0.258 -0.306 -1.106 0.7628
Cl 1.178 -0.237 -2.526 -0.2243
Cl -2.051 0.179 -1.905 -0.2232
H 1.182 1.356 0.280 0.3539
H -0.581 1.604 0.637 0.3543
H -0.334 -1.664 -0.597 -0.0728
```